Record 1
Below is 2 unconnected molecules or ions with the total composition C6H8N, with properties calculated with wB97M-V/def2-TZVPD.

Calculated values
HOMO-LUMO gap in eV: 10.083
ΔE to the lowest compared entry with this formula, charge and spin in eV: 5.4966
Calculated total energy in Ha: -287.75424
Charge: +1

Geometry (Å):
1 N -1.8961 0.8104 -0.2992
2 C 0.9668 1.2789 -0.1382
3 C -0.7773 -1.7899 0.2716
4 C 0.0995 -0.8993 0.5534
5 C -2.9586 0.6884 -0.6859
6 C 0.9285 0.0714 0.8696
7 C 1.9742 0.2169 -0.2747
8 H -1.8331 -1.5788 0.1877
9 H 2.0549 -0.3847 -1.1617
10 H -0.3525 -2.8013 0.5058
11 H 1.0594 0.0824 1.9555
12 H 1.3809 2.1474 0.2994
13 H 3.0586 0.3902 -0.0408
14 H 0.2024 1.3136 -0.8638
15 H -3.9076 0.4545 -1.1787

---

Record 2
Below is a gas-phase ion, C6H8N (charge +1), with properties calculated with wB97M-V/def2-TZVPD.

Calculated values
HOMO-LUMO gap in eV: 10.566
SMILES string: C=CC1=C[C@@]12C[NH2+]2
ΔE to the lowest compared entry with this formula, charge and spin in eV: 5.5510
Calculated total energy in Ha: -287.75224
Charge: +1

Geometry (Å):
1 N 1.4921 0.3470 0.7300
2 C -2.1438 -0.6370 0.1560
3 C 0.7499 -0.5645 -0.2847
4 C 1.8007 0.3438 -0.7262
5 C 0.3722 -1.9540 0.1014
6 C -2.4668 0.6049 -0.1517
7 C -0.5774 -1.0372 -0.0922
8 H -3.4803 1.0710 0.0752
9 H 0.6167 -2.9348 0.4443
10 H 1.4329 1.1856 -1.2178
11 H 0.9111 1.0481 1.1473
12 H -1.6394 1.3317 -0.5357
13 H -2.6979 -1.3982 0.5236
14 H 2.2535 0.0123 1.3590
15 H 2.7151 0.0349 -1.0497

---

Record 3
Below is C6H8N2 in the gas phase, with properties calculated with wB97M-V/def2-TZVPD.

Calculated values
HOMO-LUMO gap in eV: 10.287
SMILES string: C1=CC(N2CC2)=NC1
ΔE to the lowest compared entry with this formula, charge and spin in eV: 5.6234
Calculated total energy in Ha: -342.72727

Geometry (Å):
1 N -1.2511 -1.4624 -0.0384
2 N 1.2391 -1.1172 -0.0428
3 C 2.2207 -0.0915 -0.7509
4 C -0.2006 -0.6995 -0.0844
5 C -0.5990 0.9237 -0.1214
6 C -2.4724 -0.6011 -0.0561
7 C 1.9907 -0.0053 0.7764
8 C -1.8601 0.7988 0.1001
9 H 0.1233 1.8442 -0.4737
10 H -2.3219 1.8259 -0.0358
11 H 2.8137 -0.4005 1.2864
12 H 3.2985 -0.6218 -0.8051
13 H 2.0801 0.8193 -1.2575
14 H 1.3839 0.7358 1.4786
15 H -3.0644 -1.1399 0.8579
16 H -3.3805 -0.8084 -0.8333